C28H19Br2N5OsPS2Se | ωB97M-V with the def2-TZVPD basis set

Output
Multiplicity: 5
Net charge: +1
E_LUMO (alpha / beta) (eV): -3.7 / -5.8
Kohn-Sham gap (alpha / beta) (eV): 6.90 / 5.15
Expectation value of S²: 6.059

```
59
C28H19Br2N5OsPS2Se ωB97M-V with the def2-TZVPD basis set
Os 0.198 0.800 -0.336
S -1.212 1.726 1.275
C -0.161 1.227 2.564
S 1.394 0.688 2.054
C -0.600 1.216 3.857
C 0.255 0.760 4.913
N 0.942 0.383 5.756
C -1.945 1.592 4.185
N -3.030 1.873 4.447
Br 3.210 6.801 -1.824
C 2.430 5.156 -1.400
C 2.787 4.488 -0.244
C 2.165 3.288 0.038
N 1.248 2.739 -0.770
C 0.917 3.389 -1.903
C 1.477 4.604 -2.240
C -0.108 2.751 -2.762
C -0.098 2.891 -4.138
C -1.079 2.242 -4.869
Br -1.077 2.352 -6.737
C -2.050 1.505 -4.213
C -1.970 1.412 -2.837
N -1.013 2.006 -2.119
H 3.532 4.888 0.431
H 2.396 2.743 0.941
H 1.157 5.128 -3.130
H 0.676 3.462 -4.632
H -2.843 1.010 -4.756
H -2.706 0.844 -2.281
Se 2.016 -1.381 -4.235
C 1.510 -0.545 -2.821
N 1.148 0.037 -1.845
C -1.937 -1.815 -0.925
P -0.563 -1.411 0.198
C 0.691 -2.689 -0.065
C 0.284 -3.984 -0.384
C 1.227 -4.982 -0.573
C 2.578 -4.698 -0.438
C 2.989 -3.416 -0.099
C 2.050 -2.413 0.088
C -1.242 -1.706 1.847
C -0.450 -2.279 2.841
C -0.958 -2.429 4.123
C -2.250 -2.010 4.416
C -3.043 -1.446 3.427
C -2.538 -1.285 2.146
H -2.416 -2.737 -0.603
H -1.556 -1.924 -1.941
H -2.674 -1.012 -0.901
H -0.768 -4.224 -0.478
H 0.905 -5.986 -0.822
H 3.313 -5.478 -0.594
H 4.042 -3.193 0.020
H 2.376 -1.422 0.368
H 0.557 -2.606 2.616
H -0.337 -2.865 4.897
H -2.636 -2.117 5.424
H -4.051 -1.118 3.655
H -3.160 -0.826 1.385
```

Atom charges from the Mulliken analysis, given in e for atoms 1 to 5: 1.531, -0.527, 1.092, -0.374, 0.632